No. 1
The following is a DFT calculation (the ωB97M-V functional and the def2-TZVPD basis) of a molecular structure, C19H24N6O4SSe2W.

Its expectation value of S² is 2.030. The calculation puts the frontier orbital gap (alpha / beta) at 6.367 / 6.105 eV. As for the multiplicity: 3. The highest occupied orbital energy (alpha / beta) comes out at -6.70 / -7.52 eV.

```
57
Properties=species:S:1:pos:R:3:nbo_charge:R:1
W 0.03329 -0.19938 -0.92272 1.170
N 3.87673 -2.31922 -1.07987 -0.778
C 2.67356 -1.82300 -0.71512 0.295
S 1.25569 -2.30529 -1.58494 -0.089
N 2.65181 -1.04540 0.33637 -0.440
N 1.37655 -0.57754 0.60926 -0.346
C 1.15454 -0.23343 1.85481 0.241
C 2.12580 -0.38846 2.96329 -0.016
C 1.75679 -1.11148 4.09464 -0.225
C 2.63101 -1.24788 5.16411 -0.201
C 3.88172 -0.65091 5.11389 -0.202
C 4.25719 0.07018 3.98639 -0.211
C 3.39090 0.19296 2.91167 -0.193
C -0.14379 0.34863 2.05085 0.123
C -0.60939 0.85973 3.27120 -0.226
C -1.87524 1.37813 3.34251 -0.160
C -2.67670 1.36260 2.19838 -0.252
C -2.15396 0.87891 1.02714 0.092
N -0.89234 0.41077 0.93352 -0.493
H 3.96963 -2.75026 -1.98057 0.405
H 4.69811 -1.94667 -0.63635 0.404
H 0.78706 -1.59448 4.12762 0.221
H 2.33396 -1.82381 6.03077 0.217
H 4.56575 -0.75267 5.94657 0.217
H 5.23615 0.52910 3.93642 0.218
H 3.69688 0.72735 2.02228 0.227
H 0.04035 0.84139 4.13304 0.239
H -2.24723 1.78410 4.27424 0.224
H -3.69159 1.73333 2.20910 0.229
H -2.73192 0.85812 0.11992 0.228
O -0.55455 -0.69421 -3.26436 -0.706
C -1.82234 -0.90129 -3.87983 -0.053
C -2.97500 -0.36604 -3.03206 -0.144
C -4.20677 -0.49877 -3.95334 -0.043
O -5.41865 -0.05630 -3.36172 -0.712
C -3.25625 -1.22334 -1.78833 -0.580
Se -1.74795 -1.95494 -0.79683 -0.037
C -2.84036 1.11991 -2.68456 -0.557
Se -1.19374 1.80386 -1.89377 -0.087
H 0.18573 -1.02282 -3.78895 0.519
H -1.97681 -1.97044 -4.05818 0.186
H -1.82445 -0.38047 -4.84266 0.185
H -4.30127 -1.54033 -4.28436 0.163
H -4.06691 0.12292 -4.83835 0.184
H -5.62064 -0.63153 -2.61663 0.466
H -3.78614 -2.13064 -2.08974 0.220
H -3.90201 -0.67241 -1.10236 0.206
H -3.67023 1.39970 -2.03768 0.219
H -2.93571 1.71021 -3.59715 0.226
N 1.30261 2.33946 -0.04782 -0.629
N 2.33447 2.39955 -0.97622 -0.504
C 2.49616 1.43196 -1.94754 0.889
O 3.46097 1.46357 -2.68244 -0.657
O 1.53273 0.54361 -2.04327 -0.788
H 0.67693 3.13380 -0.13621 0.374
H 1.66597 2.29127 0.89822 0.357
H 3.07288 3.07830 -0.89226 0.386
```

No. 2
The following is a DFT calculation (the ωB97M-V functional and the def2-TZVPD basis) of a molecular structure, C18H54O18.

The calculation puts the frontier orbital gap at 8.240 eV. The highest occupied orbital energy comes out at -8.36 eV.

```
90
Properties=species:S:1:pos:R:3:lowdin_charge:R:1
C 18.65279 0.10314 -0.89819 -0.187
C 17.30049 0.61577 -1.46664 -0.204
O 16.83361 -0.40291 -2.36660 -0.071
O 18.57504 -0.99350 -0.00142 -0.083
H 19.08579 0.94323 -0.35517 0.050
H 19.43974 -0.31276 -1.52734 0.137
H 17.20952 1.61037 -1.90320 0.116
H 16.57491 0.63071 -0.65337 0.120
H 16.01562 -0.10367 -2.77026 0.083
H 18.27394 -1.69237 -0.58668 0.109
C 23.60276 1.98190 3.34647 -0.200
C 24.70966 1.07856 3.94200 -0.227
O 25.28857 1.71029 5.03911 -0.062
O 24.20042 3.09901 2.65009 -0.100
H 23.05480 2.43277 4.17387 0.125
H 22.86840 1.52596 2.68242 0.057
H 25.55872 0.80317 3.31642 0.123
H 24.25034 0.16167 4.31135 0.102
H 25.94143 1.07966 5.35159 0.082
H 24.12142 2.81187 1.73746 -0.008
C 18.40286 3.15848 -0.43720 -0.171
C 18.35651 4.64472 -0.00592 -0.163
O 17.15988 5.12616 -0.71248 -0.065
O 17.19227 2.39006 -0.07310 -0.148
H 19.19020 2.61270 0.08276 0.062
H 18.49776 3.02921 -1.51534 0.134
H 19.23691 5.10676 -0.45258 0.129
H 18.35066 4.81615 1.07050 0.091
H 16.45174 4.56176 -0.39377 0.069
H 17.07374 2.38932 0.87956 0.098
C 19.19167 2.65454 2.79305 -0.173
C 20.23872 3.75976 2.50634 -0.130
O 21.27076 3.23314 1.64819 0.005
O 17.90813 3.08146 3.37465 -0.042
H 19.63472 1.92579 3.47180 0.113
H 18.99476 2.18350 1.83001 0.088
H 20.59183 4.02302 3.50339 0.141
H 19.73364 4.65479 2.14310 0.103
H 22.02143 3.83034 1.61024 0.143
H 17.96316 3.16440 4.32947 0.089
C 24.13398 -1.28830 -1.50909 -0.156
C 24.46235 -1.77234 -2.92931 -0.208
O 23.33730 -2.08052 -3.75637 -0.062
O 23.83713 0.13069 -1.53884 -0.125
H 24.93046 -1.45316 -0.78345 0.132
H 23.23236 -1.75722 -1.11501 0.085
H 25.22015 -2.55553 -2.90789 0.116
H 24.96251 -0.96301 -3.46122 0.117
H 22.85797 -1.25407 -3.85025 0.079
H 23.32526 0.34024 -0.75420 -0.169
C 20.72725 -2.44507 0.14598 -0.116
C 20.55814 -2.48757 1.67311 -0.206
O 21.71621 -2.93826 2.35647 -0.048
O 21.96457 -1.83584 -0.16595 -0.093
H 19.92976 -1.81923 -0.25456 0.066
H 20.69221 -3.45109 -0.27209 0.145
H 19.79952 -3.24797 1.85859 0.141
H 20.25562 -1.56212 2.16313 0.071
H 22.43757 -2.40600 2.01305 0.073
H 22.68647 -2.41717 0.08403 0.129
C 24.80087 1.31860 0.39283 -0.147
C 25.75020 2.58003 0.52502 -0.204
O 25.31318 3.59407 -0.34586 -0.042
O 23.64706 1.47032 1.17866 -0.206
H 25.26319 0.40363 0.76320 0.139
H 24.71221 1.14548 -0.67967 0.105
H 26.64647 2.25365 -0.00251 0.123
H 25.89694 2.82723 1.57642 0.110
H 24.35479 3.54905 -0.31322 0.071
H 23.00616 0.79900 0.93337 -0.097
C 20.89565 0.66650 0.97814 -0.137
C 21.96163 0.68673 -0.04602 -0.119
O 23.06935 -0.15378 0.22223 -0.101
O 21.37458 1.19732 2.19194 -0.147
H 20.43038 -0.31495 1.06975 0.105
H 20.06176 1.22326 0.55064 0.074
H 22.28392 1.68435 -0.34428 0.186
H 21.48187 0.29462 -0.94278 0.159
H 22.82106 -1.06830 0.37589 0.012
H 21.10357 2.11824 2.19996 -0.062
C 21.35819 0.11285 5.06891 -0.179
C 21.58461 -0.73285 3.80470 -0.225
O 22.67349 -0.24399 3.08513 -0.116
O 20.44062 -0.59381 5.91371 -0.059
H 20.95757 1.09385 4.81348 0.095
H 22.29672 0.28558 5.59560 0.127
H 20.75465 -0.77527 3.09937 0.075
H 21.61755 -1.80654 3.98963 0.123
H 22.24703 0.25229 2.38268 -0.050
H 19.55341 -0.55773 5.54881 0.078
```

No. 3
The following is a DFT calculation (the ωB97M-V functional and the def2-TZVPD basis) of C3H9NO2S in the gas phase.

The calculation puts the frontier orbital gap at 10.214 eV. The highest occupied orbital energy comes out at -9.68 eV.

```
16
Properties=species:S:1:pos:R:3:nbo_charge:R:1
C 0.53870 -0.27577 2.59178 -0.394
C 0.25564 0.22392 0.27434 -0.227
C -0.38677 -0.45796 -1.08901 -0.654
N -0.06220 -0.68100 1.36681 -0.617
O -0.83206 2.05122 -2.22662 -0.918
O 0.79487 0.60836 -3.34632 -0.928
S -0.39168 0.70535 -2.55540 2.009
H 0.07585 0.76257 2.87919 0.186
H 0.30657 -0.99213 3.49973 0.203
H 1.51037 -0.07953 2.57236 0.166
H 1.24347 0.57912 0.00439 0.187
H -0.29230 1.21540 0.37959 0.210
H -1.53603 -0.50091 -1.03032 0.223
H -0.13996 -1.57020 -1.29007 0.247
H 0.30542 -1.58337 1.04541 0.348
H -1.38987 -0.00507 -3.07587 -0.042
```

No. 4
The following is a DFT calculation (the ωB97M-V functional and the def2-TZVPD basis) of C7H13NO in the gas phase.

The calculation puts the frontier orbital gap at 7.410 eV. The highest occupied orbital energy comes out at -6.62 eV.

```
22
Properties=species:S:1:pos:R:3:nbo_charge:R:1
C -0.91831 -0.58434 -1.75817 -0.612
C -1.72738 -0.48767 0.62445 -0.637
C 1.21943 -1.25571 1.38164 -0.619
C 1.31219 0.81091 -0.16452 0.178
C 0.01465 1.22359 -0.16407 0.084
C -0.58878 -0.15438 -0.32829 0.000
N -0.59275 2.39141 0.04302 -0.830
C 1.05074 -0.65096 -0.00212 -0.213
O 2.43563 1.47637 -0.27569 -0.670
H 3.17909 0.87261 -0.12623 0.480
H -1.58373 2.52351 -0.12131 0.390
H -0.02431 3.21614 0.20845 0.396
H 1.53593 -1.29155 -0.75122 0.177
H -1.83311 -0.09373 -2.11241 0.198
H -0.10953 -0.33976 -2.45265 0.217
H -2.67870 -0.07459 0.26652 0.210
H -1.85419 -1.57270 0.70275 0.213
H -1.55577 -0.08616 1.62641 0.216
H -1.08659 -1.66552 -1.80766 0.205
H 2.27801 -1.28842 1.66531 0.202
H 0.68293 -0.68481 2.14396 0.210
H 0.84453 -2.28425 1.40185 0.206
```

No. 5
The following is a DFT calculation (the ωB97M-V functional and the def2-TZVPD basis) of a gas-phase ion, C5H10IN2 (charge +1).

The calculation puts the frontier orbital gap (alpha / beta) at 5.876 / 7.201 eV. The net charge is +1. The highest occupied orbital energy (alpha / beta) comes out at -12.36 / -12.80 eV.

```
18
Properties=species:S:1:pos:R:3:nbo_charge:R:1
C -0.28885 -1.53136 -0.22693 -0.544
C -0.82491 0.78906 -0.68514 -0.544
C 0.74196 -1.03057 0.86828 -0.221
C 0.02832 1.29996 0.52314 -0.216
C -1.27485 -0.59022 -0.60802 0.225
N 1.97414 0.43552 -0.37917 -0.593
N 1.10502 0.36426 0.67602 -0.184
I 4.06574 -0.00163 -0.05103 0.358
H 0.43473 -1.71624 -1.03845 0.314
H -0.80906 -2.39941 0.21662 0.261
H -1.75910 1.37655 -0.89768 0.257
H -0.19704 1.01691 -1.51635 0.283
H 0.25005 -1.20134 1.89148 0.247
H 1.54182 -1.80362 0.75874 0.262
H 0.38504 2.27342 0.29421 0.238
H -0.57776 1.44426 1.40769 0.252
H -2.21933 -0.82130 -0.85118 0.214
H 1.97306 1.49397 -0.66717 0.391
```

No. 6
The following is a DFT calculation (the ωB97M-V functional and the def2-TZVPD basis) of 2 unconnected molecules or ions with the total composition C4H6Br2O.

The calculation puts the frontier orbital gap at 10.454 eV. The highest occupied orbital energy comes out at -9.84 eV.

```
13
Properties=species:S:1:pos:R:3:nbo_charge:R:1
C 1.31199 -0.27455 1.95586 -0.457
C 1.73832 0.18468 0.82251 -0.184
C -1.71953 0.34051 -0.19404 0.599
C -2.39560 0.26638 1.15050 -0.722
O -1.37976 1.20014 -0.93149 -0.482
Br 3.05467 -0.77552 -0.29714 -0.031
Br -1.44537 -1.56607 -0.81560 -0.150
H 0.71844 0.45741 2.46142 0.222
H 1.67927 -1.18753 2.26614 0.230
H 1.51347 1.03976 0.20800 0.222
H -2.56920 1.30219 1.44499 0.236
H -1.52895 -0.24984 1.77200 0.264
H -3.26482 -0.28393 1.12254 0.254
```

No. 7
The following is a DFT calculation (the ωB97M-V functional and the def2-TZVPD basis) of C17H23N3OS in the gas phase.

The calculation puts the frontier orbital gap at 8.561 eV. The highest occupied orbital energy comes out at -8.82 eV.

```
45
Properties=species:S:1:pos:R:3:nbo_charge:R:1
C -1.98011 -2.04662 2.98760 -0.610
C -1.66497 -0.58497 2.69118 -0.397
C -2.90423 0.23368 2.32362 -0.402
H -2.64311 1.29415 2.31192 0.212
C -3.50590 -0.11960 0.95937 -0.228
N -2.61870 0.21103 -0.13063 -0.646
C -2.75061 1.33660 -0.85042 0.662
O -3.67985 2.11065 -0.76985 -0.625
C -1.60342 1.54759 -1.83763 -0.613
H -1.32291 0.62335 -2.34005 0.251
H -1.88140 2.31681 -2.55655 0.257
S -0.11232 2.18815 -1.00962 0.303
C 0.70170 0.72639 -0.49986 0.171
N 0.08286 -0.42172 -0.63883 -0.579
C 0.72904 -1.55098 -0.27618 0.441
N 1.92940 -1.60232 0.22181 -0.485
C 2.59294 -0.43786 0.40191 0.270
C 3.88848 -0.45247 0.94950 -0.228
C 4.56693 0.72278 1.13114 -0.175
C 3.98929 1.95080 0.77714 -0.216
C 2.72986 1.99741 0.24097 -0.154
C 2.01171 0.80858 0.04564 -0.205
H 2.26982 2.93437 -0.03665 0.224
H 4.54622 2.86281 0.93020 0.220
H 5.56177 0.71116 1.55170 0.219
H 4.31591 -1.40614 1.21503 0.230
C -0.02661 -2.82973 -0.46217 -0.440
H 0.63897 -3.65262 -0.20184 0.228
C -0.54409 -2.98733 -1.89440 -0.387
C 0.59863 -3.06482 -2.89860 -0.609
H 0.21330 -3.18876 -3.90804 0.212
H 1.19700 -2.15652 -2.86781 0.202
H 1.24920 -3.90611 -2.67103 0.205
H -1.14467 -3.89718 -1.95341 0.206
H -1.19023 -2.14162 -2.13782 0.204
H -0.87273 -2.83493 0.22950 0.220
H -1.75100 -0.31200 -0.23479 0.430
H -4.42026 0.45924 0.80826 0.234
H -3.74797 -1.18408 0.90624 0.189
H -3.67020 0.08624 3.08715 0.202
H -1.20874 -0.13959 3.57819 0.207
H -0.92750 -0.52494 1.88812 0.188
H -2.67983 -2.12214 3.81707 0.205
H -2.42218 -2.54014 2.12525 0.194
H -1.07119 -2.58102 3.25466 0.213
```

Values of F_max, in order: 1.08; 10.14; 6.21; 3.99; 5.27; 4.67; 0.82, all in eV Å⁻¹.